(1)
ORCA calculation (ωB97M-V/def2-TZVPD) on the molecule C5H10N2O2 in a non-equilibrium geometry.

Values from the calculation:
Net charge: 0
Max |F| (hartree/bohr): 0.0683
SMILES string: [H]/N=C(\C(=O)O)[C@H](N)CC
HOMO energy (eV): -8.62
Kohn-Sham gap (hartree): 0.3396
Lowest unoccupied orbital energy (eV): 0.62

Last column: Löwdin charge in e.
CARTESIAN COORDINATES (ANGSTROEM)
H 1.324 2.455 -0.276  0.061
N 0.447 2.030 -0.557  0.147
C 0.446 0.734 -0.510  -0.344
C 1.688 -0.118 -0.488  -0.481
O 1.849 -1.141 -1.111  0.125
O 2.670 0.456 0.227  0.113
C -0.790 0.035 -0.920  -0.271
N -1.695 0.885 -1.522  0.056
C -0.927 -0.170 0.878  -0.138
C -0.364 -1.507 1.328  -0.119
H 3.472 -0.084 0.157  0.135
H -0.678 -0.957 -1.353  0.141
H -2.667 0.622 -1.452  0.086
H -1.438 1.862 -1.320  0.074
H -2.015 -0.161 0.939  0.091
H -0.655 0.619 1.581  0.107
H -0.623 -2.308 0.633  0.079
H 0.721 -1.475 1.459  0.067
H -0.764 -1.776 2.307  0.072

Cartesian forces (eV/Å) of the 3 atoms listed first:
0.126 -0.226 0.114
0.269 -1.167 0.370
0.176 1.558 -2.892

=====

(2)
ORCA calculation (ωB97M-V/def2-TZVPD) on the ion C5H10N2O2P with charge +1 in a non-equilibrium geometry.

Values from the calculation:
Net charge: +1
Max |F| (hartree/bohr): 0.1094
SMILES string: CC(=O)C(=[N+]=N)P(C)(C)=O
HOMO energy (spin up / spin down) (eV): -14.50 / -14.50
Kohn-Sham gap (spin up / spin down) (hartree): 0.3187 / 0.3187
Lowest unoccupied orbital energy (spin up / spin down) (eV): -5.83 / -5.83

Last column: Löwdin charge in e.
CARTESIAN COORDINATES (ANGSTROEM)
C 2.264 1.521 0.989  0.022
C 1.377 1.222 -0.097  -0.459
O 1.047 1.924 -1.011  0.156
C 0.822 -0.237 -0.011  -0.049
N 1.339 -1.286 -0.312  0.003
N 1.819 -2.377 -0.222  0.250
P -1.321 0.281 0.202  0.714
C -2.021 -1.253 0.898  -0.134
C -1.772 0.199 -1.538  -0.181
O -1.359 1.497 0.954  -0.238
H 2.713 2.506 0.579  0.156
H 1.657 1.774 1.896  0.140
H 2.959 0.843 1.277  0.062
H 2.365 -2.917 -0.851  0.122
H -2.452 -1.825 0.017  0.089
H -1.223 -1.703 1.473  0.055
H -2.730 -0.815 1.529  0.037
H -1.835 -0.843 -1.958  0.073
H -2.766 0.712 -1.807  0.106
H -0.883 0.777 -2.006  0.076

Cartesian forces (eV/Å) of the 3 atoms listed first:
-1.096 5.517 -0.017
0.082 -0.753 -1.153
-0.017 -1.052 0.805

=====

(3)
ORCA calculation (ωB97M-V/def2-TZVPD) on the molecule C5H10N2O2S in a non-equilibrium geometry.

Values from the calculation:
Net charge: 0
Max |F| (hartree/bohr): 0.1554
SMILES string: CC(C)C1=NS(=O)(=O)CN1
HOMO energy (eV): -8.71
Kohn-Sham gap (hartree): 0.3120
Lowest unoccupied orbital energy (eV): -0.23

Last column: Löwdin charge in e.
CARTESIAN COORDINATES (ANGSTROEM)
C -0.229 1.321 1.982  -0.048
C 0.551 0.900 0.744  -0.340
C 2.112 0.542 1.049  -0.018
C -0.109 -0.017 -0.126  -0.112
N 0.922 -1.225 -1.039  -0.122
S -0.069 -1.590 -2.225  0.491
O 0.071 -2.905 -2.693  -0.316
O -0.083 -0.553 -3.272  -0.368
C -1.739 -1.285 -1.225  -0.214
N -1.336 -0.277 -0.415  -0.040
H 0.390 1.931 2.619  0.079
H -0.512 0.520 2.610  0.074
H -1.113 1.887 1.734  0.074
H 0.656 1.689 0.032  0.149
H 2.500 1.470 1.457  0.072
H 2.445 0.535 0.040  0.048
H 2.345 -0.376 1.616  0.094
H -2.215 -2.157 -0.659  0.137
H -2.432 -0.854 -2.026  0.128
H -2.155 0.444 -0.202  0.235

Cartesian forces (eV/Å) of the 3 atoms listed first:
0.212 0.721 -0.562
1.619 -0.265 1.732
-2.229 0.723 -0.661

=====

(4)
ORCA calculation (ωB97M-V/def2-TZVPD) on the molecule C5H10N2O2S in a non-equilibrium geometry.

Values from the calculation:
Net charge: 0
Max |F| (hartree/bohr): 0.0985
HOMO energy (spin up / spin down) (eV): -8.94 / -9.01
Kohn-Sham gap (spin up / spin down) (hartree): 0.2713 / 0.2733
Lowest unoccupied orbital energy (spin up / spin down) (eV): -1.55 / -1.57

Last column: Löwdin charge in e.
CARTESIAN COORDINATES (ANGSTROEM)
C -0.650 2.394 0.319  -0.495
C -0.088 -0.080 1.005  -0.580
C 0.952 0.133 -0.078  -0.262
C -0.490 -1.587 1.250  -0.108
C 0.859 -0.433 -1.394  -0.045
N 0.496 2.314 -0.532  0.031
N 2.272 0.323 0.421  -0.351
O 2.393 0.425 1.650  0.068
O 3.170 0.370 -0.392  0.095
S -1.652 0.732 0.441  0.849
H -0.416 2.651 1.275  0.029
H -1.351 3.116 -0.164  0.087
H 0.364 0.415 1.812  0.076
H -0.882 -2.160 0.325  0.098
H -1.202 -1.776 2.118  0.097
H 0.531 -2.008 1.320  0.076
H 1.626 0.104 -1.915  0.093
H -0.035 -0.331 -1.872  0.056
H 0.920 -1.492 -1.390  0.098
H 0.365 2.352 -1.588  0.090

Cartesian forces (eV/Å) of the 3 atoms listed first:
-1.837 -0.883 -4.635
-1.777 -0.847 -2.410
-3.354 2.526 0.568

=====

Electronic energy in eV, matching the order above: -12421.026 -21700.562 -23252.917 -23251.110